ORCA calculation (ωB97M-V/def2-TZVPD) on CHCsFMgO3 as an isolated structure.

The calculation puts the frontier orbital gap at 6.2 eV.

```
! wB97M-V def2-TZVPD RIJCOSX def2/J DEFGRID3
* xyz 3 1
Cs -5.0820 0.1327 1.7435
O -0.0650 -0.6258 -0.2375
H -0.7541 -1.3024 -0.9233
O 2.0009 -0.0520 0.1095
O -1.4352 -0.2908 -0.2378
C 0.8806 0.3050 -0.1207
F 0.5263 1.4990 -0.3395
Mg 3.9283 0.3343 0.0058
*
```